Entry 1:
209
Properties=species:S:1:pos:R:3:forces:R:3 method="wB97M-V/def2-TZVPD" smiles="COC[C@H](C)N.COCCNCCOC.COCCNCCOC.COCCNCCOC.COCCNCCOC.COCCNCCOC.COCCNCCOC.COCCNCCOC.NC(N)=O.NC(N)=O.NC(N)=O"
O 4.133203 0.935016 -4.053315 -1.38 -0.48 2.24
O -8.012125 -11.958396 1.184054 -0.36 -0.92 -0.87
O -2.824839 4.212470 0.755338 -0.97 0.09 0.66
O 4.155841 10.617451 -2.796080 0.35 0.55 -0.08
O 3.164716 -6.358804 -5.025188 -0.75 -0.14 0.36
O 10.734372 -1.715611 4.311222 -0.58 1.12 -1.57
O 1.868087 -0.171432 6.434665 0.32 0.25 0.04
O -1.322950 0.012785 -7.721259 0.66 0.36 0.01
O -0.253691 -1.884758 0.102172 -1.34 -0.04 0.38
O -5.766635 -6.924930 -1.996643 1.62 -0.83 0.59
O -8.466319 3.667297 3.915153 -0.24 0.66 -0.60
O 4.100327 6.502803 0.795225 -0.25 0.43 -0.76
O -3.347968 9.567945 2.078500 -0.87 -0.26 -0.60
O -1.772420 4.522591 9.668624 -0.47 -1.91 -0.39
O -7.492204 -0.386520 3.002739 -1.24 0.97 -1.83
O 2.892573 -0.906013 -11.399365 -0.15 2.55 0.09
O 2.000645 -6.664744 1.844517 -0.39 -0.11 0.81
O 9.560184 0.268425 -0.915858 0.25 0.04 -0.50
N -7.493979 1.527940 5.162219 -1.19 -3.43 0.34
N 0.649020 -0.241425 -1.173184 -0.96 3.47 -1.85
N -0.147150 -6.355395 2.448381 -1.16 1.17 -0.69
N 0.976984 -7.944027 3.446707 0.76 -1.57 1.01
N 0.368804 -8.545952 -3.901385 0.53 -0.50 0.46
N 1.445485 -1.525752 -8.955233 -0.13 -2.25 0.13
N -2.729199 6.574872 2.511407 -0.61 0.93 1.71
N 1.774900 -1.978470 -0.705272 3.78 -2.86 -0.48
N 9.634708 -0.009684 1.942852 -0.93 -0.04 1.25
N 5.503781 2.246838 -5.195868 2.83 3.71 -0.33
N 4.846882 9.284102 -0.202725 0.34 -0.26 -0.37
N -7.101510 -10.324459 -1.040255 0.01 0.84 -2.07
N -0.077518 1.315270 8.522162 -0.03 0.89 0.07
N 4.636057 0.566623 -6.157300 -0.76 -3.08 -4.73
C -3.094385 7.630199 3.470727 1.54 1.11 0.68
C 8.408521 -0.096733 1.109329 0.39 1.11 0.19
C -3.050297 5.168049 9.515951 1.35 -0.32 -0.87
C -8.551924 -11.986772 -0.168605 -0.33 -1.14 0.16
C 2.993047 -2.107418 -10.747967 1.18 -1.94 0.43
C 3.872045 -5.320772 -4.376403 0.25 -0.46 0.79
C -0.281427 2.575965 9.311076 -1.37 0.17 -0.07
C 2.179943 -1.230220 5.551165 0.30 0.00 0.80
C 0.665495 -7.743986 -6.129458 1.02 0.77 -0.47
C 4.549495 11.307442 -1.661187 -0.75 0.04 2.69
C -2.965475 4.169289 2.193139 1.20 -0.86 -0.44
C -8.354395 0.269197 5.154332 1.70 0.73 -1.04
C -5.699321 -8.346047 -1.633167 0.80 0.41 -0.04
C 0.266576 1.547835 7.080539 0.14 -0.24 0.23
C 9.379429 -1.277094 4.145574 0.21 -0.23 -0.75
C 8.730003 -0.649902 -0.243497 -0.13 -0.58 -0.18
C -9.113102 3.330737 5.172792 0.73 0.20 -0.42
C -8.305623 -13.196108 1.834570 -0.77 -0.12 -0.04
C -1.627925 3.257881 8.905983 1.78 0.91 -0.09
C -4.446211 -6.292191 -2.209247 -1.14 0.03 0.29
C 1.370844 -8.059692 -4.858063 0.05 -0.21 1.41
C 0.549842 0.303901 6.225999 0.17 -0.54 1.33
C 4.701263 1.241825 -5.064361 -0.95 -0.68 2.39
C -2.745632 9.878466 0.849331 0.15 0.41 0.79
C -4.074957 4.005076 -0.012300 2.23 0.50 1.66
C 10.205336 -0.201971 -2.108863 -0.89 -0.08 0.85
C -8.493909 -10.640268 -0.759383 1.64 0.18 1.21
C 2.714121 6.254020 0.634070 0.24 -0.35 0.29
C 2.098601 -6.893962 -4.189104 0.71 0.72 -1.04
C 4.140542 -0.271747 -11.686748 -0.36 -0.09 -0.60
C 4.888667 11.093424 -3.893765 -0.25 -1.18 -1.57
C -1.093288 0.955086 -8.757241 -0.53 -1.03 0.16
C 10.876221 -3.021809 4.770745 1.45 0.01 0.76
C 0.624536 -1.404136 -0.587813 -1.69 -0.60 2.20
C -8.107729 2.499818 6.007973 0.63 1.83 -1.61
C -2.551273 9.013761 3.130684 -1.79 0.21 -0.86
C 0.289922 -1.922635 -8.115013 0.01 1.83 -0.91
C 9.252277 0.091708 3.400127 0.98 -0.15 0.27
C -6.782205 -1.267723 2.135017 1.30 -0.27 2.12
C -7.600974 -0.778153 4.340845 0.03 -0.40 0.10
C 1.022696 -6.964162 2.532155 1.75 0.08 -0.99
C 1.731620 -2.571272 -9.978570 1.31 1.52 -1.04
C 4.269722 8.190450 -1.016849 0.49 0.15 0.51
C -9.275559 4.423817 2.958135 -0.42 -1.01 1.26
C -3.554537 5.406386 2.836534 -0.20 -0.64 -1.70
C -7.046508 -8.887241 -1.279686 -0.25 1.37 0.56
C 4.176859 10.572630 -0.339659 0.70 -0.53 -1.04
C -0.236817 -0.781087 -7.227204 -1.50 -0.95 0.35
C 4.681255 6.775375 -0.481381 0.36 1.97 0.52
H 0.006620 0.485304 -0.891623 0.18 -0.19 -0.42
H 3.999883 12.243199 -1.559341 -0.10 0.49 -0.40
H -4.145538 7.764240 3.726082 -0.47 -0.25 -0.56
H -9.586872 -12.316280 -0.260192 -0.40 -0.14 0.98
H -0.554784 -2.208319 -8.741877 -0.31 -0.15 -0.18
H -8.733052 -9.996672 0.087197 -1.21 0.55 -0.23
H 9.852051 0.831978 3.929623 0.60 -0.08 -0.26
H -8.045663 -12.706586 -0.811795 0.65 -0.13 0.19
H 10.784262 -1.097804 -1.884295 0.88 0.39 0.15
H -8.469458 2.090093 6.951054 -0.30 0.01 -0.24
H -1.487558 9.036199 2.893823 0.06 0.01 0.16
H 4.669966 -0.799026 -12.480334 0.11 -0.38 -0.03
H -1.951267 4.024244 2.565211 0.35 0.52 -0.15
H -0.928973 -6.800276 2.907664 -0.21 1.04 -0.47
H 3.096501 10.432193 -0.304604 -0.38 0.21 0.05
H -6.576360 -0.879439 4.698592 -0.01 -0.41 0.61
H 4.292210 10.843318 -4.771136 -0.04 0.14 -0.16
H -2.440085 8.975923 0.320025 0.35 0.10 -0.20
H -2.880725 9.690473 3.919112 0.94 -0.20 0.69
H -7.743461 -8.426935 -1.980033 -0.46 -0.98 -0.43
H -4.529042 5.574176 2.377954 -0.55 -0.11 0.33
H -3.451466 10.452969 0.249450 -0.15 -0.23 0.02
H 2.205674 7.011592 0.037666 0.04 0.02 -0.03
H 3.224176 -1.494456 5.718051 0.16 0.41 -0.37
H 8.270870 0.560841 3.469848 -0.53 -0.61 0.28
H 1.341561 -0.630516 -9.411162 -0.33 -0.02 -0.04
H 11.849973 -3.387781 4.445219 0.02 -0.01 -0.53
H 4.827638 -0.155603 -10.848598 -0.25 -0.29 0.43
H 5.995693 2.232409 -6.077863 0.48 0.86 0.70
H 1.896411 -2.831769 -0.178771 0.39 0.11 -0.48
H 9.537256 -0.593712 -2.875871 -0.73 0.39 -0.07
H -4.077784 2.948691 -0.280890 -0.39 0.17 -0.37
H 0.094191 -8.110493 3.908284 0.67 -0.09 0.33
H 4.190354 -5.666853 -3.393039 0.00 -0.10 0.36
H -6.514959 -10.538344 -0.246313 -0.13 -0.11 0.20
H 9.949306 0.912769 1.677882 0.81 -0.10 0.21
H -4.900171 4.267845 0.649571 -0.33 -0.02 -0.46
H 0.407902 0.463113 5.157077 -0.20 0.42 -0.08
H -0.102089 -5.529210 1.869169 -1.03 -0.17 0.04
H 1.464313 -0.066802 -1.743191 -0.56 0.84 0.13
H 1.667959 -2.152329 5.826264 -0.63 -0.03 -0.18
H -3.377083 3.216302 2.525538 -1.02 0.03 -0.14
H 2.143328 -8.826130 -4.920835 -0.21 -0.35 -0.56
H 1.138961 2.197111 7.006582 0.09 0.29 -0.19
H 5.606599 11.564469 -1.593474 0.30 -0.34 -0.43
H 1.451216 -7.366583 -6.783898 -0.30 0.08 -0.54
H -6.782539 -2.279634 2.540156 -0.68 -0.40 -0.17
H 1.958156 -0.923408 4.529018 0.17 -0.28 -0.20
H -8.004111 -13.270343 2.879420 0.27 0.83 -0.07
H 8.959623 -1.404362 5.143403 -0.71 0.84 0.02
H 4.506898 6.004988 -1.232525 -0.26 -0.20 0.09
H 5.858671 2.736460 -4.386901 -0.05 -0.13 -0.35
H -7.894955 -14.094991 1.374730 0.34 0.18 -0.56
H -2.882918 6.224082 9.727755 -0.14 -0.10 0.32
H -7.544375 1.790529 4.188256 0.37 0.69 -0.03
H 0.910560 -8.857052 -3.107780 -0.16 -0.47 0.42
H -7.312386 3.211104 6.230687 0.04 0.21 0.48
H -1.938703 10.564530 1.106767 0.63 -0.13 -0.67
H -3.667542 -6.508324 -1.477759 -0.15 -0.98 0.08
H 9.220934 -1.609321 -0.080368 0.28 -0.24 -0.26
H -2.084628 1.380169 -8.914191 0.18 0.18 -0.30
H -3.899251 4.717498 -0.818331 -0.78 -0.44 -0.33
H 11.060206 -2.938462 5.841871 -0.77 -0.56 0.50
H -9.987718 2.737022 4.906991 -0.50 0.36 0.42
H 1.956021 -3.561869 -9.583022 0.08 0.23 0.61
H -0.381781 2.391909 10.380724 -0.04 -0.82 0.01
H 0.978005 -2.766787 -10.741428 -0.75 0.38 0.13
H 3.946325 -0.158376 -6.294179 0.17 0.21 0.13
H -5.238268 -8.959756 -2.407045 0.09 0.20 -0.33
H -9.230236 4.263660 5.724190 -1.02 0.03 -0.03
H -10.175663 3.861936 2.708720 -0.10 -0.36 -0.03
H -4.095535 -6.446707 -3.229673 0.03 -0.29 0.06
H -9.113747 -10.542614 -1.650663 0.02 0.17 0.20
H -3.707866 5.220462 3.899554 0.31 0.30 0.05
H 4.811233 -5.075401 -4.872204 -0.34 -0.08 -0.56
H -9.293405 0.405328 4.617817 -0.39 0.25 0.17
H 0.701732 0.890485 9.004270 0.19 -0.50 -0.38
H -0.390772 1.755273 -8.524320 0.24 -0.09 0.18
H 5.097711 0.933505 -6.977281 -0.43 -0.49 -0.02
H -4.525732 -5.217199 -2.047451 -0.74 0.06 -0.30
H 4.493632 11.258683 0.445897 -0.08 -0.17 0.20
H -8.181653 -1.700605 4.338025 0.23 -0.49 0.46
H -0.003447 -6.913775 -5.902802 -0.34 -0.04 -0.29
H -3.837323 4.735200 10.133474 0.04 -0.05 0.01
H 2.514898 -7.222671 -3.236870 0.21 -0.18 0.11
H 3.968590 0.725238 -12.092399 -0.44 -0.04 0.16
H 4.585133 8.371324 -2.044430 0.24 -0.49 -0.03
H -1.522309 3.474917 7.843037 -0.23 0.60 -0.18
H 3.831238 -2.138003 -10.051837 0.10 0.54 0.58
H 0.517592 -0.183352 -6.715667 0.23 0.06 -0.20
H -0.578119 2.015867 6.575034 -0.04 0.24 0.28
H 5.048710 9.014397 0.749449 -0.39 -0.03 -0.01
H 0.145653 -8.587792 -6.583190 0.04 0.10 0.23
H -0.793621 0.369989 -9.626712 0.17 0.48 -0.48
H -0.153996 -7.773202 -3.514554 -0.34 0.35 -0.21
H 5.128249 12.154560 -3.962207 -0.22 0.15 0.61
H -2.400752 2.489371 8.921678 -0.51 0.35 0.89
H -5.739933 -1.015556 2.330402 0.46 0.18 -0.85
H 10.142604 -3.773603 4.479699 -0.41 0.35 0.05
H 3.371190 -2.787432 -11.511300 -0.59 -1.02 -0.11
H -3.056243 6.946954 1.631234 0.11 -0.27 -0.41
H 2.487444 -1.531071 -1.264013 0.26 -0.75 0.48
H -3.273835 5.104164 8.451021 -0.64 0.03 -0.06
H 5.798289 10.503314 -4.005329 0.40 0.17 0.16
H 2.657692 5.287319 0.133666 -0.63 -0.17 0.01
H -7.308778 -8.398752 -0.341233 -0.25 0.41 0.32
H -7.023885 -1.292497 1.072438 -0.43 0.61 0.35
H -9.664727 5.349195 3.382776 0.43 0.28 0.12
H -9.388727 -13.316523 1.813273 -0.22 -0.17 0.13
H 5.745049 6.838735 -0.252390 0.15 -0.19 -0.31
H -0.107890 -0.501024 6.554001 -0.55 -0.05 -0.14
H 0.487108 -2.793754 -7.490210 0.58 0.11 -0.01
H -0.835363 -1.331962 -6.501690 0.53 0.03 0.69
H -8.763233 4.599871 2.012285 0.51 -0.07 0.47
H 1.854061 -8.196765 3.879109 -0.40 -0.29 -0.09
H 3.189004 8.322036 -1.069969 -0.34 -0.23 0.13
H -2.636653 7.515212 4.453246 0.27 -1.00 0.16
H -8.549653 -0.051137 6.177738 0.14 -0.15 -0.09
H 10.698327 0.690736 -2.493742 0.50 -0.54 -0.03
H 0.553461 3.276701 9.317572 0.13 0.28 -0.78
H 7.824255 -0.809602 -0.828484 -0.26 -0.12 -0.09
H 3.286196 -4.419989 -4.193467 -0.24 0.13 -0.33
H 2.246045 6.238884 1.618328 0.09 -0.21 -0.06
H 8.847304 -1.955110 3.478321 -0.04 -0.55 -0.01
H -5.164887 -8.538855 -0.702939 0.96 0.60 -0.03
H 1.373940 -6.118003 -3.942437 -0.15 0.42 -0.12
H 8.115264 0.939864 0.943300 -0.61 0.18 -0.13
H 7.568205 -0.558648 1.627596 0.22 -0.51 -0.16

***

Entry 2:
Computed, not measured: 2 unconnected molecules or ions with the total composition C33H38N2O5S2 in a non-equilibrium geometry, with ωB97M-V with the def2-TZVPD basis set.

XYZ file:
```
80
Properties=species:S:1:pos:R:3:forces:R:3
S 3.977635 -1.245017 -0.729173 0.10 -0.02 -0.72
S 1.879351 -3.126366 0.059868 -0.79 0.25 -0.38
O 3.005260 3.445685 -4.472021 0.23 -0.38 -0.09
O 0.715484 -3.625909 -0.647290 0.66 0.06 0.66
O 4.426050 -1.915826 -1.939003 0.47 0.33 0.40
O 4.288546 0.143301 -0.491939 -0.03 -0.49 -0.04
O 1.877029 -3.034583 1.509517 0.12 -0.40 -0.44
N -2.519296 -0.588044 1.863366 -0.33 1.85 -0.51
N -2.779568 1.252782 0.679756 0.14 -1.41 2.13
C -2.232199 1.859524 -1.568779 -0.50 0.16 -0.46
C -2.136407 2.845414 -2.587490 0.31 0.48 0.54
C -1.925255 -1.711116 2.488019 0.29 -0.45 1.11
C 1.618595 0.446098 -1.910625 0.12 0.67 -0.56
C 1.056563 1.741757 -1.928260 0.00 -0.04 0.24
C -2.956087 3.621608 -0.010254 -0.05 -0.13 -0.30
C -3.733985 1.245107 1.711617 0.47 0.37 -0.92
C 3.333917 -4.121396 -0.402074 -0.83 -0.10 -0.12
C 4.575857 -3.693827 0.358376 0.37 -0.57 0.15
C 2.522205 0.128233 -2.954037 -0.22 0.01 0.36
C -2.034414 0.495697 -1.821306 0.77 -1.40 -0.61
C -2.630943 2.279708 -0.265357 -0.33 1.52 -1.74
C 1.452400 2.681264 -2.856554 0.41 0.05 -0.56
C 4.680015 -2.213695 0.632519 -0.29 0.88 -0.26
C -2.905070 4.542435 -1.068853 0.15 -0.05 0.13
C 3.083005 1.101238 -3.758163 -0.41 0.90 -0.52
C -2.013361 0.125313 0.810793 -2.71 -0.72 0.86
C -0.194626 -4.753362 4.958161 0.09 -0.15 0.27
C -2.179618 -3.600410 3.947031 0.28 0.04 -0.33
C -4.252376 -2.678035 2.957859 -0.62 -0.45 0.16
C 0.241078 -0.429150 2.463272 0.49 0.56 -0.49
C 2.206330 -1.510236 -0.613098 0.55 0.17 0.44
C -3.351932 4.145630 1.339091 -0.19 0.52 0.34
C 2.526703 2.400317 -3.745169 0.41 -0.33 0.83
C -2.374130 5.188111 -3.450888 -0.10 0.15 -0.13
C 4.256969 3.303290 -5.182121 -0.58 -0.05 0.24
C -0.798632 -3.643868 4.155455 -0.22 0.36 -0.14
C -3.553757 0.147977 2.447331 0.41 -1.02 0.04
C -0.010368 -2.622145 3.625226 -0.39 0.04 -0.17
C -2.470156 4.170939 -2.348848 0.28 -0.44 0.23
C -2.760682 -2.663843 3.095766 0.42 0.11 0.02
C -0.559808 -1.635715 2.802119 -0.47 -0.40 0.62
C 1.293865 -0.530607 -0.900345 1.18 -0.92 -0.42
H -4.494181 1.994634 1.811188 0.17 0.07 -0.10
H -4.095591 -0.229688 3.296491 0.15 0.26 -0.09
H 4.191841 -1.886863 1.554714 0.11 -0.07 -0.15
H -1.385381 5.161723 -3.929716 -0.24 0.02 0.11
H -2.833331 -4.304062 4.466484 0.24 0.02 -0.26
H 5.454209 -3.999006 -0.215135 -0.16 -0.05 -0.02
H -4.603434 -3.684461 3.224809 0.01 0.26 -0.21
H 0.301623 1.999865 -1.180119 0.21 -0.04 -0.34
H 5.066626 2.959312 -4.526377 -0.26 0.01 -0.02
H -3.123349 4.989634 -4.229758 0.17 0.08 0.14
H 1.296367 -0.695280 2.352655 -0.15 0.13 0.05
H -0.929963 -5.548655 5.117320 0.19 0.09 0.02
H 4.152297 2.628203 -6.039814 -0.01 0.05 0.18
H 4.483177 4.306098 -5.538453 0.00 -0.09 0.00
H 3.912002 0.853932 -4.425550 -0.47 -0.01 0.10
H -4.625290 -2.443685 1.953182 0.18 0.05 0.24
H -4.417236 3.966203 1.559990 0.34 0.05 0.01
H -0.095939 0.043598 1.527999 0.58 -0.18 0.60
H 0.974825 3.659134 -2.925937 0.18 -0.24 0.20
H 1.045337 -2.552539 3.879978 -0.18 -0.15 -0.15
H 5.723494 -1.882166 0.615769 -0.20 0.07 0.12
H -1.499727 -0.397820 0.006989 0.32 0.97 -0.02
H 0.139115 -4.394789 5.938757 0.00 -0.08 -0.11
H -2.742375 3.724621 2.150452 -0.21 0.07 -0.14
H 2.769378 -0.900211 -3.178118 0.18 0.02 0.40
H -3.187776 5.585361 -0.893066 0.14 -0.37 0.08
H -4.735508 -2.005571 3.684254 0.10 -0.19 -0.28
H -2.544258 6.195005 -3.054368 0.03 -0.13 -0.17
H -2.866419 -0.195863 -1.678980 0.36 -0.04 0.32
H -1.143854 0.141314 -2.343034 -0.72 0.18 -0.74
H -1.851926 2.519571 -3.589126 -0.08 0.02 0.28
H 4.611133 -4.238416 1.302973 0.03 0.13 0.04
H -3.225597 5.239888 1.351279 0.03 -0.41 0.05
H 3.472473 -4.119616 -1.491958 -0.28 0.23 0.41
H 0.142298 0.342295 3.242733 0.06 -0.25 -0.08
H 0.673566 -5.179378 4.443118 -0.15 0.07 0.09
H 0.343385 -0.498915 -0.397886 -0.34 -0.25 -0.35
H 3.003803 -5.121685 -0.097236 0.02 0.14 -0.07
```
Forces are in eV/Å.

***

Result set for HOMO-LUMO gap: 8.490; 4.461 eV, one per record in the order listed.